1.
DFT (ωB97M-V/def2-TZVPD) results for one molecule with the formula C3H6N2S at a distorted geometry.

```
12
C3H6N2S (ωB97M-V/def2-TZVPD)
S 1.95012 -0.52286 -0.10446
N 1.12114 0.97142 0.20374
C -0.14977 0.93966 0.10880
N -0.88099 -0.17099 -0.18184
C -2.23374 0.02664 -0.62220
C -1.95257 -0.61647 0.65359
H 3.13418 0.13543 0.02321
H -0.62414 1.84462 0.35240
H -2.51323 -0.51247 -1.45954
H -2.61436 1.06055 -0.51197
H -2.21016 -0.15371 1.57782
H -2.03873 -1.71056 0.69514
```

Calculated values
* E_LUMO: 1.01 eV
* energy relative to the best compared isomer or geometry (same formula, charge and spin): 62.3 kcal/mol
* 2S+1: 1
* HOMO energy: -8.67 eV
* structure (SMILES): S/N=C\N1CC1
* orbital gap: 9.678 eV

Here are the natural (NBO) charges for atoms 1 to 8, given in e: 0.147 -0.529 0.227 -0.454 -0.235 -0.232 0.116 0.158

***

2.
DFT (ωB97M-V/def2-TZVPD) results for a 2-piece molecular cluster, C3H6N2S overall at a distorted geometry.

```
12
C3H6N2S (ωB97M-V/def2-TZVPD)
C 0.39253 -0.89998 -0.05990
C 0.87932 0.32149 -0.28172
N 2.26135 0.30902 -0.37720
C 2.94237 1.39472 -0.31849
H -0.64466 -1.09434 0.14724
H 1.07228 -1.70802 -0.14880
H 0.20420 1.17995 -0.10317
H 4.03278 1.31843 -0.31319
H 2.37635 2.39618 -0.18731
N -4.55721 -0.79409 0.10960
S -4.20855 -2.24494 0.60843
H -4.75077 -0.17843 0.92452
```

Calculated values
* E_LUMO: -1.45 eV
* energy relative to the best compared isomer or geometry (same formula, charge and spin): 96.6 kcal/mol
* 2S+1: 1
* HOMO energy: -8.88 eV
* structure (SMILES): C=CN=C.N=S
* orbital gap: 7.431 eV

Here are the natural (NBO) charges for atoms 1 to 8, given in e: -0.340 -0.081 -0.424 -0.064 0.189 0.205 0.182 0.186

***

3.
DFT (ωB97M-V/def2-TZVPD) results for C3H6N2S as an isolated structure at a distorted geometry.

```
12
C3H6N2S (ωB97M-V/def2-TZVPD)
C -0.42178 0.86613 -0.41925
C 0.63912 -0.08936 -1.08095
C -0.52461 0.19340 0.98461
N -0.23346 -1.21384 0.59732
N 0.40586 -1.36878 -0.48199
S 0.76987 0.20611 2.20216
H 0.06109 1.81343 -0.38822
H -1.51090 0.80911 -0.91442
H 0.44430 -0.29052 -2.22779
H 1.67174 0.34182 -0.97347
H -1.47102 0.48915 1.29422
H 0.16978 -1.75665 1.40778
```

Calculated values
* E_LUMO (spin up / spin down): -0.85 / -1.13 eV
* energy relative to the best compared isomer or geometry (same formula, charge and spin): 89.3 kcal/mol
* 2S+1: 1
* HOMO energy (spin up / spin down): -8.20 / -8.10 eV
* orbital gap (spin up / spin down): 7.344 / 6.962 eV

Here are the natural (NBO) charges for atoms 1 to 8, given in e: -0.441 -0.307 -0.238 -0.204 -0.095 -0.327 0.241 0.215

***

4.
DFT (ωB97M-V/def2-TZVPD) results for one molecule with the formula C3H6N2S2 at a distorted geometry.

```
13
C3H6N2S2 (ωB97M-V/def2-TZVPD)
H -1.42564 1.48921 -1.11356
N -0.47388 1.81670 -0.94477
C 0.00745 1.14162 0.01947
N 1.26430 1.42753 0.49858
C -0.62765 -0.08658 0.73339
C -0.04798 -1.31211 0.03073
S 1.45138 -1.97088 0.20972
S -1.22470 -1.90667 -1.10999
H 1.82362 0.65985 0.90692
H 1.77345 1.93841 -0.19120
H -1.70009 -0.00223 0.69079
H -0.26350 -0.11481 1.77590
H -0.55677 -3.08004 -1.50596
```

Calculated values
* E_LUMO: -0.66 eV
* energy relative to the best compared isomer or geometry (same formula, charge and spin): 12.9 kcal/mol
* 2S+1: 1
* HOMO energy: -9.06 eV
* structure (SMILES): [H]/N=C(/N)CC(=S)S
* orbital gap: 8.396 eV

Here are the natural (NBO) charges for atoms 1 to 8, given in e: 0.334 -0.690 0.459 -0.820 -0.566 -0.263 -0.003 0.105

***

5.
DFT (ωB97M-V/def2-TZVPD) results for one molecule with the formula C3H6N2S2 at a distorted geometry.

```
13
C3H6N2S2 (ωB97M-V/def2-TZVPD)
C -0.32953 -1.28521 -0.00210
N -0.58547 0.15500 -0.00050
C -1.86310 0.64240 -0.00430
S -3.26409 -0.20046 0.00001
C 0.45218 1.09749 -0.00739
N 1.72461 0.99359 -0.00637
S 2.61375 -0.45895 -0.00091
H 0.26427 -1.55216 0.88647
H 0.23893 -1.58169 -0.87178
H -1.27427 -1.80649 -0.02044
H -1.86492 1.71199 -0.01089
H 0.09179 2.11806 0.03122
H 3.79583 0.16645 0.00696
```

Calculated values
* E_LUMO: 0.16 eV
* energy relative to the best compared isomer or geometry (same formula, charge and spin): 29.6 kcal/mol
* 2S+1: 1
* HOMO energy: -8.60 eV
* structure (SMILES): CN(C=S)/C=N\S
* orbital gap: 8.751 eV

Here are the natural (NBO) charges for atoms 1 to 8, given in e: -0.443 -0.426 -0.062 -0.092 0.262 -0.591 0.163 0.220

***

6.
DFT (ωB97M-V/def2-TZVPD) results for one molecule with the formula C3H6N2S2.

```
13
C3H6N2S2 (ωB97M-V/def2-TZVPD)
C 0.31609 -1.28468 -0.00154
N 0.58047 0.14576 -0.00530
C 1.85555 0.62835 0.00125
S 3.25582 -0.20916 -0.00013
C -0.45952 1.09098 -0.00600
N -1.72329 0.97859 0.00172
S -2.61325 -0.46521 -0.00148
H -0.23586 -1.56474 -0.89868
H -0.22594 -1.54276 0.89900
H 1.25502 -1.80163 0.00539
H 1.86837 1.74198 -0.01440
H -0.09073 2.12213 0.00943
H -3.78274 0.16040 0.01074
```

Calculated values
* E_LUMO: 0.21 eV
* energy relative to the best compared isomer or geometry (same formula, charge and spin): 29.3 kcal/mol
* 2S+1: 1
* HOMO energy: -8.61 eV
* structure (SMILES): CN(C=S)/C=N\S
* orbital gap: 8.814 eV

Here are the natural (NBO) charges for atoms 1 to 8, given in e: -0.441 -0.430 -0.071 -0.091 0.265 -0.593 0.171 0.220

***

7.
DFT (ωB97M-V/def2-TZVPD) results for one molecule with the formula C3H6N2S2 at a distorted geometry.

```
13
C3H6N2S2 (ωB97M-V/def2-TZVPD)
C 0.34453 -0.74947 -0.78677
C 0.24525 0.42061 -0.20466
C 1.22855 1.34822 0.37264
N -0.68295 -1.41607 -1.38794
N -3.04678 -1.32287 -0.22092
S -1.59945 1.33027 -0.75390
S -2.03904 -0.69575 -1.46324
H 1.25461 -1.24271 -0.68389
H 0.80311 1.80142 1.28163
H 1.42742 2.07186 -0.39657
H 2.17998 0.72494 0.36904
H -3.98732 -1.11340 -0.24837
H -2.50073 -1.49599 0.66482
```

Calculated values
* E_LUMO (spin up / spin down): 0.72 / -2.05 eV
* energy relative to the best compared isomer or geometry (same formula, charge and spin): 48.0 kcal/mol
* 2S+1: 3
* ⟨S²⟩: 2.019
* HOMO energy (spin up / spin down): -5.32 / -8.66 eV
* orbital gap (spin up / spin down): 6.047 / 6.612 eV

Here are the natural (NBO) charges for atoms 1 to 8, given in e: -0.095 0.066 -0.710 -0.688 -1.021 -0.293 1.021 0.188

***

8.
DFT (ωB97M-V/def2-TZVPD) results for C3H6N2S3 as an isolated structure at a distorted geometry.

```
14
C3H6N2S3 (ωB97M-V/def2-TZVPD)
C 2.45121 -1.16615 0.06293
C 0.55294 1.20841 -0.29707
C -0.60831 0.21096 -0.28591
H 3.57338 -1.27079 0.33272
H 1.88823 -1.60650 1.06580
H 2.03160 -1.86173 -0.74262
H -1.45459 -1.42556 -0.59819
H -1.90668 1.96562 -0.25635
H -3.65227 0.29077 1.43372
N -0.52052 -1.08567 -0.53537
N -1.79409 0.98471 0.08130
S 2.24445 0.63327 -0.03011
S 0.53693 2.80053 -0.15925
S -3.34228 0.32213 -0.07161
```

Calculated values
* E_LUMO: -1.08 eV
* energy relative to the best compared isomer or geometry (same formula, charge and spin): 67.3 kcal/mol
* 2S+1: 1
* HOMO energy: -8.87 eV
* orbital gap: 7.793 eV

Here are the natural (NBO) charges for atoms 1 to 8, given in e: -0.807 -0.343 0.358 0.244 0.230 0.264 0.357 0.426

***

9.
DFT (ωB97M-V/def2-TZVPD) results for one molecule with the formula C3H6N2S4 at a distorted geometry.

```
15
C3H6N2S4 (ωB97M-V/def2-TZVPD)
C -0.13186 -1.24157 -0.59940
C 0.59627 -0.83609 0.50362
C -0.83623 -0.53324 -1.59015
N 0.62114 0.25880 1.24179
N -0.25406 1.02162 1.64491
S -0.98919 1.18817 -1.38425
S -1.64728 -1.41251 -2.92563
S 2.27669 0.60877 2.11362
S 0.10998 2.43736 2.25606
H 0.04468 -2.20273 -0.87952
H 1.40467 -1.54807 0.58777
H -2.10235 1.71313 -2.03764
H -0.99335 -2.47892 -2.64047
H 3.10583 0.36071 1.14974
H -1.20496 2.66458 2.55956
```

Calculated values
* E_LUMO (spin up / spin down): 0.04 / -1.20 eV
* energy relative to the best compared isomer or geometry (same formula, charge and spin): 56.3 kcal/mol
* 2S+1: 3
* ⟨S²⟩: 2.024
* HOMO energy (spin up / spin down): -5.61 / -8.58 eV
* orbital gap (spin up / spin down): 5.643 / 7.375 eV

Here are the natural (NBO) charges for atoms 1 to 8, given in e: -0.324 -0.020 -0.341 -0.253 -0.422 0.037 0.077 0.014

***

10.
DFT (ωB97M-V/def2-TZVPD) results for a 2-piece molecular cluster, C3H6N3 overall at a distorted geometry.

```
12
C3H6N3 (ωB97M-V/def2-TZVPD)
C -2.41171 -1.07870 0.44725
C 1.77764 -1.00854 -0.11295
C 0.13979 0.83114 -0.23424
N -1.68528 -0.16014 0.40821
N 0.94871 0.01192 -0.41779
N -0.47686 1.97331 -0.29460
H -3.23190 -1.74226 0.33969
H 2.79351 -0.72849 -0.55061
H 1.32059 -1.93197 -0.54841
H 1.90413 -1.07942 1.08091
H -1.23738 2.17196 0.32683
H 0.15877 2.74120 -0.44428
```

Calculated values
* E_LUMO: -3.49 eV
* energy relative to the best compared isomer or geometry (same formula, charge and spin): 44.0 kcal/mol
* 2S+1: 1
* HOMO energy: -15.38 eV
* charge: +1
* orbital gap: 11.890 eV

Here are the natural (NBO) charges for atoms 1 to 8, given in e: 0.236 -0.458 0.786 -0.435 -0.286 -0.774 0.265 0.266